1.
Molecular formula: C3H5N3
Method: DFT, wB97M-V/def2-TZVPD

```
! RIJCOSX wB97M-V def2-TZVPD def2/J DEFGRID3
* xyz 0 1
C -1.66 -0.41 -0.07
N -0.28 0.05 -0.01
C 1.52 1.82 0.09
N 2.46 1.13 0.12
N 1.96 -0.89 0.08
C 0.69 -0.76 0.02
H -1.84 -1.08 -0.93
H -2.32 0.45 -0.19
H -1.96 -0.93 0.84
H 0.73 2.53 0.06
H 0.70 -1.91 -0.01
*
```

Results
- LUMO level (eV) = -0.581
- highest occupied orbital energy (eV) = -8.971
- electronic energy (eV) = -7657.4023
- energy above the lowest of the compared OMol25 structures with the same formula, charge and spin (kcal per mole) = 116.5


2.
Molecular formula: C13H19N7O3S
Method: DFT, wB97M-V/def2-TZVPD

```
! RIJCOSX wB97M-V def2-TZVPD def2/J DEFGRID3
* xyz 0 1
O -3.90 2.57 2.95
O 2.70 -3.50 -1.77
O -0.12 -3.97 1.22
N -2.68 1.17 0.35
N -0.90 4.27 0.90
S -1.79 -0.07 -1.86
C -2.96 3.00 2.29
C 2.57 -2.28 -1.78
C 0.30 -3.39 0.22
C -1.86 1.20 -0.66
C -1.41 4.76 1.99
C -2.42 2.35 1.07
C -1.41 3.06 0.46
N -0.89 5.94 2.38
N -2.39 4.17 2.73
N -1.07 2.33 -0.64
N -0.14 -3.71 -1.01
N 1.87 -1.62 -0.83
C 3.20 -1.50 -2.91
C -1.10 -4.77 -1.29
C 1.80 -0.17 -0.72
C 1.51 0.12 0.75
C 0.70 -1.09 1.18
C 1.32 -2.24 0.39
H -2.77 -0.78 -1.25
H -0.87 6.11 3.38
H -0.08 6.19 1.83
H -2.91 4.70 3.42
H -0.38 2.59 -1.34
H 0.33 -3.26 -1.79
H 4.01 -0.88 -2.52
H 2.46 -0.88 -3.40
H 3.62 -2.20 -3.63
H -2.03 -4.56 -0.76
H -0.70 -5.72 -0.94
H -1.29 -4.83 -2.36
H 0.99 0.20 -1.35
H 2.74 0.30 -1.01
H 0.95 1.05 0.88
H 2.45 0.16 1.31
H 0.77 -1.26 2.26
H -0.34 -0.96 0.89
H 2.16 -2.64 0.96
*
```

Results
- LUMO level (eV) = 0.263
- highest occupied orbital energy (eV) = -8.157
- electronic energy (eV) = -41199.7437


3.
Molecular formula: C4H8IN2
Method: DFT, wB97M-V/def2-TZVPD

```
! RIJCOSX wB97M-V def2-TZVPD def2/J DEFGRID3
* xyz 1 1
C 0.75 0.31 -0.09
C -1.74 -0.80 0.22
C 0.64 1.18 1.09
C 1.76 0.54 -1.21
N 0.02 -0.57 -0.56
N -1.91 -2.07 0.20
I -3.34 0.46 0.14
H -0.43 1.36 1.36
H 0.91 2.25 0.96
H 1.41 0.76 1.94
H 1.29 1.30 -1.86
H 1.99 -0.35 -1.67
H 2.68 0.87 -0.79
H -1.17 -2.73 -0.06
H -2.87 -2.51 0.34
*
```

Results
- LUMO level (eV) = -4.918
- highest occupied orbital energy (eV) = -13.922
- electronic energy (eV) = -15348.4395
- energy above the lowest of the compared OMol25 structures with the same formula, charge and spin (kcal per mole) = 84.6


4.
Molecular formula: C5H7NO
Method: DFT, wB97M-V/def2-TZVPD

```
! RIJCOSX wB97M-V def2-TZVPD def2/J DEFGRID3
* xyz 0 1
N -0.27 -0.64 2.19
C -0.59 -0.81 1.00
O -1.66 -0.50 0.19
C -0.73 -0.37 -0.95
C -0.09 1.04 -0.87
C 1.11 0.46 -0.05
C 0.42 -0.94 -0.11
H -0.53 0.19 2.64
H -1.13 -0.81 -1.87
H -0.75 1.68 -0.28
H 0.15 1.54 -1.81
H 1.18 0.83 0.98
H 2.10 0.57 -0.50
H 0.98 -1.86 -0.26
*
```

Results
- LUMO level (eV) = 1.023
- highest occupied orbital energy (eV) = -9.330
- electronic energy (eV) = -8833.2045
- energy above the lowest of the compared OMol25 structures with the same formula, charge and spin (kcal per mole) = 69.1